1.
Formula: C5H11NO2
Source: the OMol25 dataset
Level of theory: ωB97M-V/def2-TZVPD

Calculated values
Kohn-Sham gap (alpha / beta) = 11.19 / 5.88 eV
Energy = -10937.6424 eV
Charge = +1
LUMO level (alpha / beta) = -4.1005 / -9.0612 eV
Multiplicity = 2
Energy above the lowest of the compared OMol25 structures with the same formula, charge and spin = 65.4 kcal per mole

Last column: Mulliken spin population.
Positions of all 19 atoms, in Å:
C: -0.63934 2.46515 0.27108  -0.08
N: 0.57719 1.60322 0.08143  0.58
C: 0.20971 -1.36941 -1.64435  0.01
C: -0.50347 -0.40478 -0.76117  0.12
C: 0.47737 0.18272 0.25019  0.00
C: 0.22408 -0.30118 1.72438  0.10
O: 0.61472 -1.63920 1.81172  0.10
O: -1.46934 2.08930 1.07057  0.15
H: -0.64680 3.36329 -0.28244  0.00
H: 1.15788 1.75303 -0.72880  -0.01
H: 0.85889 -2.11987 -1.19310  0.00
H: -0.51834 -2.18866 -2.26774  0.03
H: 0.78917 -0.81243 -2.41225  0.00
H: -0.89036 0.51563 -1.30048  0.00
H: -1.39209 -0.81736 -0.28374  0.00
H: 1.43934 -0.23276 -0.05089  -0.01
H: 0.77008 0.36970 2.36585  0.00
H: -0.95745 -0.28053 1.77083  0.00
H: -0.10124 -2.17587 1.57891  0.00

=====

2.
Formula: C32H76Br4N5
Source: the OMol25 dataset
Level of theory: ωB97M-V/def2-TZVPD

Calculated values
Kohn-Sham gap = 7.98 eV
Energy = -322032.6085 eV
Charge = +1
LUMO level = -1.2515 eV
Energy above the lowest of the compared OMol25 structures with the same formula, charge and spin = 47.7 kcal per mole

Last column: Mulliken charge in e.
Positions of all 117 atoms, in Å:
N: 0.12746 -0.52114 -0.11583  1.89
H: -0.33373 -1.32798 0.27968  -0.37
H: -0.61214 0.16419 -0.17445  -0.31
H: 0.48800 -0.63132 -1.05283  -0.26
H: 0.76282 -0.06526 0.52337  -0.33
C: 2.50851 7.57068 -1.18390  -1.42
C: 2.44783 6.03170 -1.19515  0.21
C: 1.29285 5.52042 -2.01477  -0.91
N: 1.41034 3.98047 -2.27700  0.57
C: 1.40164 3.10316 -1.02762  -1.08
C: 2.57794 3.54639 -3.19768  -0.45
C: 2.13700 3.97088 -4.59172  -0.79
C: 0.62060 3.72355 -4.60582  -0.56
C: 0.20979 3.44720 -3.16452  -0.53
H: 1.69304 8.07071 -0.66133  0.34
H: 2.57239 7.92176 -2.21384  0.37
H: 3.42502 7.81648 -0.64753  0.40
H: 2.37472 5.58525 -0.20346  -0.05
H: 3.44701 5.78612 -1.55495  0.24
H: 1.17271 6.06250 -2.95276  0.45
H: 0.35037 5.66597 -1.48688  0.37
H: 2.27482 3.24182 -0.39009  0.45
H: 1.36218 2.02831 -1.20436  0.20
H: 0.54323 3.41344 -0.43184  0.37
H: 2.58525 2.45967 -3.11359  0.19
H: 3.54939 3.97920 -2.95879  0.48
H: 2.59788 3.49140 -5.45532  0.41
H: 2.36961 5.03577 -4.59446  0.32
H: 0.27315 2.98456 -5.32782  0.44
H: 0.13491 4.63677 -4.94964  0.29
H: 0.09922 2.38735 -2.93519  0.18
H: -0.66060 3.95491 -2.74889  0.40
C: 1.68692 4.64812 3.16898  -1.53
C: 0.31356 4.00580 2.73826  0.84
C: -0.45769 3.57078 3.93548  -0.82
N: -1.69546 2.58051 3.64284  0.07
C: -2.75410 3.25820 2.66668  -0.80
C: -1.27189 1.23036 3.02040  0.35
C: -0.60303 0.49251 4.11989  -0.84
C: -1.48419 0.83604 5.37643  -0.56
C: -2.34030 2.12443 4.96448  -0.63
H: 2.27899 3.87329 3.65603  0.39
H: 1.57861 5.56484 3.74863  0.41
H: 2.35922 4.89920 2.34858  0.27
H: 0.64696 3.26212 2.01446  -0.58
H: -0.30446 4.70113 2.17022  0.32
H: -0.84989 4.38912 4.53932  0.43
H: 0.19268 3.00119 4.59933  0.40
H: -3.65752 2.64991 2.71050  0.40
H: -2.34747 3.39699 1.66494  0.11
H: -2.84526 4.19622 3.21431  0.40
H: -2.17404 0.80676 2.57905  0.44
H: -0.53847 1.52420 2.26949  -0.35
H: -0.56987 -0.58998 3.99658  0.46
H: 0.42503 0.82242 4.26943  0.29
H: -2.26732 0.10180 5.56536  0.34
H: -0.86690 0.98799 6.26184  0.34
H: -3.37031 1.86059 4.72456  0.39
H: -2.39211 2.95369 5.66998  0.38
C: -0.25402 -3.60004 -3.02229  -1.09
C: -1.74756 -3.42750 -3.42743  -0.50
C: -2.26208 -2.01084 -3.03612  -0.17
N: -3.78631 -1.83932 -3.29443  0.34
C: -4.23009 -2.46028 -4.64101  -1.06
C: -4.15273 -0.33214 -3.35896  -0.12
C: -5.53597 -0.20752 -2.82818  -0.60
C: -5.91128 -1.54301 -2.21806  -0.59
C: -4.64110 -2.36593 -2.09793  -0.50
H: 0.50874 -2.98588 -3.50092  0.28
H: 0.04703 -4.63702 -3.17110  0.42
H: -0.09018 -3.40606 -1.96227  0.06
H: -2.29572 -4.30292 -3.07923  0.37
H: -1.80194 -3.50450 -4.51335  0.36
H: -1.84404 -1.23334 -3.67553  0.42
H: -2.16650 -1.85837 -1.96108  -0.06
H: -4.22270 -3.54909 -4.69152  0.32
H: -3.54723 -2.13647 -5.42647  0.39
H: -5.25863 -2.21144 -4.90233  0.39
H: -3.98806 -0.01457 -4.38858  0.47
H: -3.48707 0.20471 -2.68310  -0.34
H: -6.18020 0.05456 -3.66747  0.29
H: -5.67114 0.54219 -2.04858  0.36
H: -6.65496 -1.97254 -2.88928  0.26
H: -6.27254 -1.46219 -1.19284  0.41
H: -4.84396 -3.42646 -2.24701  0.34
H: -4.14115 -2.14151 -1.15571  0.36
C: 0.46260 -7.32092 3.67324  -1.37
C: 1.53739 -6.80068 2.75320  -0.03
C: 1.95751 -5.31364 3.03101  -0.86
N: 3.09143 -4.73680 2.05889  0.31
C: 4.41015 -5.61737 2.32528  -1.06
C: 3.40525 -3.31171 2.30349  -0.68
C: 3.92705 -2.85995 0.88237  -0.88
C: 3.06678 -3.61633 -0.13796  -0.01
C: 2.62530 -4.88029 0.56996  -0.38
H: -0.40798 -6.66883 3.60264  0.33
H: 0.80978 -7.34295 4.70624  0.35
H: 0.12663 -8.28845 3.30028  0.38
H: 1.06541 -6.78775 1.77077  0.26
H: 2.44839 -7.38758 2.63602  0.30
H: 2.34076 -5.17953 4.04256  0.51
H: 1.04432 -4.71866 3.01746  0.33
H: 5.29910 -5.21487 1.83962  0.35
H: 4.16890 -6.57957 1.87354  0.42
H: 4.50799 -5.87800 3.37913  0.33
H: 4.14627 -3.44252 3.09208  0.36
H: 2.39685 -2.94401 2.49330  0.53
H: 4.97444 -3.13317 0.75414  0.27
H: 3.99663 -1.79313 0.66992  0.44
H: 3.63514 -3.87823 -1.03041  0.41
H: 2.24861 -2.91238 -0.29012  -0.19
H: 3.11360 -5.75183 0.13398  0.16
H: 1.54034 -4.98456 0.57909  0.36
Br: -2.39848 1.64462 -0.62182  -0.79
Br: -1.40705 -3.12328 0.93071  -0.85
Br: 2.53430 0.96465 1.75668  -0.76
Br: 1.86910 -0.49797 -3.02158  -0.77

=====

3.
Formula: C30H31F5MoN9O3
Source: the OMol25 dataset
Level of theory: ωB97M-V/def2-TZVPD

Calculated values
Kohn-Sham gap (alpha / beta) = 7.17 / 7.34 eV
Energy = -66607.4617 eV
Charge = +1
LUMO level (alpha / beta) = -3.1045 / -3.5002 eV
Multiplicity = 3
Energy above the lowest of the compared OMol25 structures with the same formula, charge and spin = 3.8 kcal per mole

Last column: Mulliken spin population.
Positions of all 79 atoms, in Å:
Mo: -0.12049 -1.14444 0.56292  1.98
C: -3.25785 -1.88319 4.38691  0.00
O: -3.29091 -0.59289 3.75144  0.00
C: -2.18400 0.17529 4.01874  0.00
C: -2.23354 1.16562 4.97370  0.01
C: -1.13299 1.99861 5.20687  0.00
C: 0.01360 1.82133 4.46835  0.01
C: 0.07360 0.82637 3.48154  0.03
C: 1.29102 0.59830 2.75230  0.04
N: 1.41411 -0.18782 1.74279  -0.05
N: 2.71076 -0.25359 1.22696  0.01
C: 2.72738 -1.08378 0.24015  0.03
O: 1.65520 -1.77621 -0.08860  0.00
C: 3.93033 -1.21181 -0.60031  0.00
C: 4.04034 -2.29290 -1.46890  0.00
C: 5.14819 -2.40645 -2.29585  0.00
C: 6.14015 -1.43595 -2.26125  0.00
C: 6.02982 -0.35526 -1.39248  0.00
C: 4.92945 -0.24198 -0.55950  0.00
C: -1.02380 -0.01113 3.24921  -0.02
O: -0.97806 -0.97489 2.35340  0.01
H: -3.22423 -1.76261 5.46962  0.00
H: -4.17197 -2.39662 4.10385  0.00
H: -2.39553 -2.45137 4.04613  0.00
H: -3.14896 1.28493 5.54095  0.00
H: -1.18749 2.77145 5.96177  0.00
H: 0.88393 2.44451 4.64437  0.00
H: 2.19799 1.10531 3.07122  0.00
H: 3.25882 -3.04277 -1.48237  0.00
H: 5.24008 -3.25440 -2.96327  0.00
H: 7.00652 -1.52443 -2.90511  0.00
H: 6.80701 0.39763 -1.36358  0.00
H: 4.83083 0.59024 0.12536  0.00
C: -2.32641 2.84394 -3.64803  0.00
N: -2.85489 2.57716 -2.31914  0.00
C: -3.60055 3.65338 -1.67768  0.00
C: -2.67890 1.33390 -1.76952  0.00
N: -2.33553 0.27168 -2.39118  0.00
N: -2.86654 1.30841 -0.37756  0.01
C: -3.10476 0.17711 0.39017  -0.02
N: -4.10012 0.29158 1.29566  0.00
N: -2.39503 -0.89068 0.26239  0.00
H: -2.05543 3.89607 -3.71474  0.00
H: -3.04842 2.62039 -4.43732  0.00
H: -1.42386 2.25886 -3.81757  0.00
H: -2.99273 4.23414 -0.97541  0.00
H: -4.48854 3.27698 -1.16931  0.00
H: -3.95709 4.33341 -2.44690  0.00
H: -2.33966 0.41378 -3.39270  0.00
H: -3.19832 2.16612 0.02473  0.00
H: -4.65729 1.12595 1.34120  0.00
H: -4.02527 -0.24919 2.15304  0.00
H: -2.77762 -1.64845 0.82089  0.01
N: -0.52343 -1.69397 -1.56143  -0.02
C: 0.42609 -1.01148 -2.40612  0.02
C: 0.94986 -1.50294 -3.55582  0.01
C: 1.82300 -0.70278 -4.33705  0.00
C: 2.12196 0.57226 -3.96619  0.00
C: 1.59185 1.10074 -2.76028  -0.01
C: 1.85549 2.40464 -2.28686  0.02
C: 1.32401 2.81375 -1.09778  0.00
C: 0.58212 1.90093 -0.33308  0.08
N: 0.33283 0.67100 -0.72277  -0.09
C: 0.77673 0.28567 -1.96522  -0.03
H: -1.42002 -1.20515 -1.72363  0.00
H: -0.61369 -2.67588 -1.79763  0.00
H: 0.68876 -2.50253 -3.88511  0.00
H: 2.24489 -1.11536 -5.24406  0.00
H: 2.77393 1.19055 -4.57130  0.00
H: 2.48159 3.06772 -2.87352  0.00
H: 1.50325 3.80841 -0.71222  0.00
H: 0.20495 2.18127 0.64435  0.00
F: -0.02479 -4.04774 0.04944  0.00
C: -0.39288 -3.24104 1.10488  -0.05
F: -1.73328 -3.52119 1.31021  0.00
C: 0.38273 -3.79554 2.34783  0.00
F: 1.40764 -2.98414 2.65699  0.00
F: -0.40557 -3.88347 3.42395  0.00
F: 0.88968 -5.00337 2.11408  0.00

=====

4.
Formula: C3H7NO2
Source: the OMol25 dataset
Level of theory: ωB97M-V/def2-TZVPD

Calculated values
Kohn-Sham gap (alpha / beta) = 11.21 / 6.16 eV
Energy = -8797.9658 eV
Charge = +1
LUMO level (alpha / beta) = -4.9036 / -9.2385 eV
Multiplicity = 2
Energy above the lowest of the compared OMol25 structures with the same formula, charge and spin = 70.3 kcal per mole

Last column: Mulliken spin population.
Positions of all 13 atoms, in Å:
O: 2.26649 -2.18423 0.00882  0.41
C: 1.41596 -1.48785 0.56289  -0.07
C: 0.73989 -0.36829 -0.17564  0.13
N: -0.25376 0.33694 0.49798  0.36
C: -0.97201 1.33883 -0.27278  -0.01
O: -1.94985 0.81243 -1.15866  0.04
H: 1.31142 -1.60938 1.65794  0.03
H: 0.60591 -0.60244 -1.23321  0.02
H: 1.82214 -0.10354 0.23200  0.08
H: -0.80515 -0.31112 1.05529  0.01
H: -1.36393 2.09603 0.39732  0.01
H: -0.23158 1.74652 -0.96014  0.00
H: -2.58553 0.33608 -0.61179  0.00

=====

Q: What is the energy above the lowest of the compared OMol25 structures with the same formula, charge and spin in the third record?
A: 3.8 kcal per mole

=====

Q: Number 4 is which compound?
A: C3H7NO2